1.
Formula: H7NP2Si
Source: OMol25
Level of theory: ωB97M-V/def2-TZVPD

Geometry (Å):
P1 -0.60187 -2.31016 0.64016
N1 -0.02091 -0.94246 -0.26896
Si1 -0.01140 0.64306 0.32714
P2 1.17082 2.07019 -1.07375
H1 -1.86866 -1.76194 1.24431
H2 0.11359 -2.22912 1.85000
H3 0.37724 -1.02285 -1.14290
H4 -1.54276 1.29456 0.46181
H5 0.49453 0.55918 1.83469
H6 0.33850 2.69368 -2.04232
H7 1.55091 1.00588 -1.83019

Force components x, y, z for each atom (eV/Å):
P -1.1 0.3 -0.5
N -1.0 -0.2 2.6
Si -2.1 2.2 1.6
P 0.2 0.7 1.3
H 1.4 -0.3 -0.7
H 0.1 0.4 0.1
H 0.7 -1.0 -2.1
H 2.0 -0.9 -0.1
H -0.3 0.3 -1.6
H -0.4 -0.6 0.4
H 0.5 -0.9 -0.9

As for the total charge: 0. Its SMILES is PN[SiH2]P. The calculation puts the energy above the lowest of the compared OMol25 structures with the same formula, charge and spin at 0.6 kcal/mol. Its HOMO energy is -9.1 eV.

2.
Formula: H7O3
Source: OMol25
Level of theory: ωB97M-V/def2-TZVPD

Geometry (Å):
O1 -0.06257 2.05071 -0.03338
H1 -0.44242 2.59174 -0.64204
H2 0.10100 2.55356 0.75445
O2 0.88561 -1.79521 -0.60572
H3 1.67725 -1.41284 -0.64057
H4 0.81228 -2.11092 -1.61194
O3 -0.92716 -0.35845 0.65074
H5 -0.11435 -0.89728 0.06185
H6 -0.59102 -0.52561 1.55029
H7 -0.60979 0.62494 0.43482

Force components x, y, z for each atom (eV/Å):
O 1.6 -3.5 2.6
H -1.9 2.5 -2.9
H 0.2 0.7 0.5
O -5.4 -2.9 -3.1
H 5.6 2.6 0.3
H -0.4 0.8 3.2
O 3.1 0.2 -1.2
H -1.5 -0.1 0.3
H -0.5 0.0 0.3
H -0.8 -0.4 0.0

As for the total charge: +1. The calculation puts the energy above the lowest of the compared OMol25 structures with the same formula, charge and spin at 22.2 kcal/mol. Its HOMO energy is -17.7 eV.

3.
Formula: H7O3
Source: OMol25
Level of theory: ωB97M-V/def2-TZVPD

Geometry (Å):
O1 -0.12762 1.81718 -0.22299
H1 0.67496 2.15410 0.09029
H2 -0.59560 2.47693 0.25076
O2 0.23182 -1.38628 1.10332
H3 -0.29291 -2.02437 1.61831
H4 0.62561 -0.82008 1.88133
O3 -0.23817 -0.60143 -1.19884
H5 0.13648 -0.83181 -0.18934
H6 -0.36765 -1.13438 -1.98364
H7 -0.04692 0.35013 -1.34921

Force components x, y, z for each atom (eV/Å):
O -0.5 -0.9 -0.6
H 3.1 0.1 0.1
H -2.4 0.8 0.3
O 1.4 1.7 3.0
H -0.2 -0.1 -0.8
H -0.8 -1.3 -2.4
O 0.6 1.3 1.2
H -1.0 -1.2 -0.6
H 0.3 -0.6 -0.1
H -0.5 0.1 -0.2

As for the total charge: +1. The calculation puts the energy above the lowest of the compared OMol25 structures with the same formula, charge and spin at 22.9 kcal/mol. Its HOMO energy is -16.9 eV.

4.
Formula: H7O3
Source: OMol25
Level of theory: ωB97M-V/def2-TZVPD

Geometry (Å):
O1 1.50246 0.77907 -1.12949
H1 1.03046 1.30385 -1.77860
H2 2.19284 1.30645 -0.72837
O2 -1.36303 0.07907 1.50358
H3 -0.82474 0.07330 2.30342
H4 -2.19557 -0.33201 1.74104
O3 0.01923 -0.98044 -0.41035
H5 -0.58366 -0.59447 0.31030
H6 0.73005 -0.17197 -0.74484
H7 -0.50803 -1.46285 -1.06668

Force components x, y, z for each atom (eV/Å):
O -0.3 -0.2 -0.5
H 0.1 0.4 -0.3
H 0.3 0.1 0.3
O 0.5 -0.1 -0.3
H -0.1 0.1 0.2
H -0.4 -0.1 0.1
O 0.1 0.4 0.1
H -0.2 -0.1 0.2
H -0.3 -0.7 0.2
H 0.3 0.2 0.0

As for the total charge: +1. The calculation puts the energy above the lowest of the compared OMol25 structures with the same formula, charge and spin at 4.4 kcal/mol. Its HOMO energy is -17.3 eV.